[1]
{"formula": "C8H9N5O2", "method": "ωB97M-V with the def2-TZVPD basis set", "homo_lumo_gap_ha": [0.256, 0.258], "e_lumo_ha": [-0.01082, -0.01113], "e_above_lowest_ev": 6.837, "e_homo_ev": [-7.26, -7.31], "elements": ["C", "C", "C", "C", "C", "C", "C", "C", "N", "N", "N", "N", "N", "O", "O", "H", "H", "H", "H", "H", "H", "H", "H", "H"], "xyz": [[-0.166550, -0.288317, 3.694354], [-1.022206, 0.604431, 2.952240], [1.038038, -0.665908, 3.182594], [-0.829278, 0.938793, 1.649793], [1.313223, -0.325573, 1.864650], [0.387631, 0.484031, 1.139200], [-1.802968, -2.404183, -0.484006], [-0.417010, 0.808819, -3.315629], [2.302276, -0.719503, 1.014972], [2.000293, -0.190248, -0.164444], [0.784062, 0.467223, -0.141154], [-1.986734, -1.288161, -0.801877], [0.115157, 1.006765, -1.099108], [-1.463047, -3.514383, -0.401088], [0.613071, 0.641104, -2.400762], [-0.617488, -0.776241, 4.562508], [-1.957500, 0.983713, 3.383668], [1.644472, -1.316610, 3.804278], [-1.561224, 1.406102, 0.910943], [-0.040919, 0.625812, -4.276125], [-1.050794, 1.752394, -3.107085], [-1.152190, 0.076440, -3.221296], [2.088031, -0.692525, -0.989579], [-2.124367, -0.297920, -0.436186]], "forces_ev_per_a": [[-0.7626, 0.6382, -0.7287], [-1.6945, 0.1334, 0.4653], [-0.4171, -0.8446, 1.7278], [-0.1946, 0.2775, -1.1679], [1.3996, 0.8539, -2.7582], [0.0417, -0.7190, 0.6844], [1.2478, -1.2841, -0.0771], [-1.9124, 1.9197, 1.2820], [-0.5234, -0.7375, 1.8834], [-1.6379, 2.0743, 0.8184], [0.9773, -0.5000, -0.8579], [-1.2240, 4.5890, 0.1802], [-0.8121, 0.6113, -1.2739], [-0.3694, -0.7900, 0.5323], [1.2644, -0.1953, 2.0730], [0.6234, 0.5604, 0.1148], [0.3810, -0.5398, 0.1699], [0.2284, -0.0578, -0.5171], [0.9980, -0.2221, 1.6260], [0.8590, 0.6783, -1.4220], [1.5966, -0.8362, -0.8088], [-1.2783, -1.7623, 0.6097], [0.8229, -1.2357, -1.8661], [0.3862, -2.6118, -0.6899]]}

***

[2]
{"formula": "C27H30N6O4S", "method": "ωB97M-V with the def2-TZVPD basis set", "homo_lumo_gap_ha": 0.292, "e_lumo_ha": -0.00109, "e_homo_ev": -7.97, "elements": ["C", "O", "C", "C", "C", "C", "C", "C", "N", "C", "O", "C", "S", "C", "C", "C", "C", "N", "N", "C", "C", "C", "N", "C", "O", "C", "C", "C", "C", "C", "C", "C", "N", "N", "C", "C", "O", "C", "H", "H", "H", "H", "H", "H", "H", "H", "H", "H", "H", "H", "H", "H", "H", "H", "H", "H", "H", "H", "H", "H", "H", "H", "H", "H", "H", "H", "H", "H"], "xyz": [[0.220400, -2.631250, 4.462856], [-0.740562, -2.270874, 3.496058], [-0.656890, -2.720262, 2.209005], [-1.745194, -2.366906, 1.417822], [-1.800336, -2.677910, 0.073465], [-0.767940, -3.389611, -0.514434], [-0.781377, -3.697837, -1.987634], [0.564430, -3.404873, -2.671649], [1.206103, -2.215767, -2.157410], [2.420807, -2.263752, -1.580035], [3.118799, -3.257531, -1.538520], [2.877365, -0.937107, -0.993860], [2.475095, -0.835556, 0.778735], [0.850549, -0.218348, 0.757009], [0.343190, 0.311139, 1.982802], [-0.892431, 0.869857, 2.012068], [-1.612227, 0.905605, 0.799675], [-2.779062, 1.408403, 0.462651], [-2.953872, 1.188885, -0.835491], [-1.918009, 0.543994, -1.320757], [-1.725789, 0.217851, -2.756612], [-0.581567, 1.066489, -3.356593], [-0.534229, 2.372764, -2.745352], [0.371698, 2.635443, -1.764088], [1.350996, 1.928877, -1.585214], [0.071494, 3.812277, -0.911252], [0.559381, 3.797577, 0.392790], [0.265490, 4.825800, 1.264443], [-0.506510, 5.905661, 0.852073], [-0.848937, 7.009244, 1.802755], [-0.967428, 5.930421, -0.459766], [-0.690885, 4.897103, -1.333371], [-1.020623, 0.340024, -0.321743], [0.180260, -0.231297, -0.362086], [0.298975, -3.790691, 0.278526], [0.391156, -3.455907, 1.622703], [1.467523, -3.798988, 2.395601], [2.535673, -4.499626, 1.799341], [1.210751, -2.242822, 4.216541], [0.280841, -3.714092, 4.588054], [-0.130640, -2.178126, 5.390267], [-2.542506, -1.813803, 1.889832], [-2.652828, -2.362741, -0.511017], [-1.021202, -4.752383, -2.146875], [-1.573472, -3.111954, -2.459834], [0.406630, -3.293494, -3.750658], [1.269509, -4.224821, -2.515787], [0.630487, -1.408777, -1.946384], [3.964982, -0.884055, -1.032496], [2.427084, -0.066378, -1.467844], [0.972034, 0.259888, 2.856109], [-1.332238, 1.291242, 2.899601], [-1.502629, -0.841694, -2.888105], [-2.668266, 0.445427, -3.256268], [0.388880, 0.604093, -3.160600], [-0.716713, 1.165147, -4.436619], [-1.398396, 2.893665, -2.746229], [1.169601, 2.963906, 0.708592], [0.641737, 4.793398, 2.276641], [-1.781102, 6.774015, 2.317493], [-0.984806, 7.950061, 1.274763], [-0.071570, 7.131136, 2.553281], [-1.554600, 6.771275, -0.799838], [-1.045685, 4.957274, -2.352283], [1.092106, -4.361579, -0.173726], [3.285691, -4.595539, 2.582823], [2.964400, -3.954337, 0.954205], [2.226403, -5.497252, 1.471847]], "forces_ev_per_a": [[0.2018, -0.0469, 0.4051], [-0.0943, 0.0293, -0.2948], [-0.1982, -0.0204, -0.1022], [0.2040, -0.0998, 0.1805], [0.0674, -0.1498, -0.0146], [-0.1880, -0.0245, 0.0230], [0.1320, 0.0303, 0.0303], [0.0104, -0.1866, -0.1196], [-0.2568, -0.0372, -0.3887], [-0.0198, 0.5553, -0.1174], [0.3295, -0.3618, 0.1231], [-0.1473, -0.0247, 0.3823], [0.4847, -0.0864, -0.0114], [-0.4417, -0.0173, -0.7674], [-0.4543, 0.3076, 0.1664], [0.4951, -0.1813, 0.0273], [0.0588, -0.1362, -0.5362], [-0.0053, 0.2762, 1.2546], [-0.2185, -0.1703, -0.9404], [0.0046, -0.3054, -0.2385], [0.2503, 0.1193, 0.1114], [0.1429, -0.1375, -0.1522], [-0.1516, 0.1391, -0.3302], [0.0861, 0.0138, -0.2302], [0.1174, 0.1731, 0.0721], [0.0379, 0.2285, 0.3178], [0.0204, -0.1050, -0.1763], [-0.0450, 0.0429, -0.0653], [0.0370, -0.0174, -0.0878], [-0.0648, -0.0192, 0.0274], [-0.0133, 0.0351, 0.0706], [0.0897, -0.1827, 0.0079], [-0.7963, 0.6891, 0.8021], [0.6283, -0.3420, 0.0995], [-0.0471, -0.0293, 0.1219], [0.0695, -0.0926, 0.0947], [-0.4714, 0.2568, 0.0605], [0.2346, -0.0975, -0.1160], [-0.0605, -0.0458, 0.0508], [0.0235, 0.0794, 0.0038], [0.0436, -0.0432, -0.0309], [-0.0949, 0.0648, 0.0798], [-0.0899, 0.0478, -0.0891], [-0.0548, 0.0274, -0.1053], [-0.0436, -0.0551, 0.0057], [0.0416, -0.1401, 0.0914], [-0.1012, 0.0908, -0.0806], [0.2166, -0.0513, 0.0948], [-0.0847, -0.0385, -0.0475], [0.0588, 0.0017, -0.0756], [0.0181, 0.0126, 0.1665], [-0.0273, 0.0398, 0.1371], [-0.0667, -0.0641, -0.1025], [0.0061, -0.0923, 0.0704], [-0.1461, 0.0484, -0.1173], [0.0651, -0.0910, 0.0783], [0.0915, 0.0031, 0.1643], [0.0483, -0.0707, -0.0037], [0.0448, 0.0110, 0.1135], [-0.0473, 0.0578, 0.0697], [-0.0080, 0.0864, 0.0227], [0.0221, 0.0601, 0.0618], [-0.0421, 0.0957, -0.0316], [-0.0455, 0.0049, -0.0897], [0.2119, -0.0315, -0.0512], [-0.0108, -0.0472, -0.0622], [-0.0546, -0.0212, -0.0033], [-0.0027, 0.0353, -0.0095]]}

***

| no. | total energy (Eh) |
| --- | --- |
| 1 | -734.3053 |
| 2 | -2074.5671 |